ORCA calculation (ωB97M-V/def2-TZVPD) on 8 unconnected molecules or ions with the total composition C28H46N6O4.

Calculated values
energy relative to the best compared isomer or geometry (same formula, charge and spin) = 0.000 eV
2S+1 = 1
LUMO energy = 0.562 eV
HOMO-LUMO gap = 8.564 eV
SMILES = c1cc[nH]c1.c1cc[nH]c1.c1cc[nH]c1.c1cc[nH]c1.CNC(C)=O.CNC(C)=O.CC(C)=O.CC(C)=O
HOMO energy = -8.0 eV
maximum force = 1.6 eV/A

Bonds (Å) are listed after each position.
Element x y z (Å)
1 C -14.62158 -1.10936 -0.01730  C2 1.425, C5 1.373, H6 1.077
2 C -14.84557 -0.73663 1.34003  C1 1.425, C3 1.371, H7 1.077
3 C -15.26395 0.56931 1.34415  C2 1.371, N4 1.377, H8 1.078
4 N -15.30214 1.00268 0.03761  C3 1.377, C5 1.358, H9 1.001
5 C -14.91809 -0.00887 -0.78245  C1 1.373, N4 1.358, H10 1.078
6 H -14.36027 -2.08793 -0.38481  C1 1.077
7 H -14.72355 -1.37130 2.20151  C2 1.077
8 H -15.47787 1.28160 2.12418  C3 1.078
9 H -15.48451 1.95760 -0.19975  N4 1.001
10 H -14.95216 0.08635 -1.85564  C5 1.078
11 C -18.23585 -8.99338 1.54739  C12 1.420, C15 1.375, H16 1.079
12 C -18.30988 -10.39931 1.73622  C11 1.420, C13 1.370, H17 1.077
13 C -19.43985 -10.65355 2.46833  C12 1.370, N14 1.369, H18 1.077
14 N -20.07016 -9.46061 2.69964  C13 1.369, C15 1.366, H19 1.002
15 C -19.31040 -8.43966 2.20364  C11 1.375, N14 1.366, H20 1.076
16 H -17.46035 -8.47830 1.00160  C11 1.079
17 H -17.58651 -11.12681 1.40997  C12 1.077
18 H -19.84487 -11.60834 2.76025  C13 1.077
19 H -20.87610 -9.36818 3.28715  N14 1.002
20 H -19.63293 -7.42200 2.34110  C15 1.076
21 C -13.25279 -4.75491 0.62212  C22 1.403, C25 1.369, H26 1.080
22 C -14.16416 -5.57723 -0.05631  C21 1.403, C23 1.376, H27 1.077
23 C -15.34896 -5.53892 0.64166  C22 1.376, N24 1.376, H28 1.077
24 N -15.19849 -4.63788 1.67101  C23 1.376, C25 1.372, H29 1.008
25 C -13.90173 -4.18911 1.68652  C21 1.369, N24 1.372, H30 1.076
26 H -12.23015 -4.61362 0.30386  C21 1.080
27 H -14.09419 -6.13422 -0.97556  C22 1.077
28 H -16.33085 -5.90102 0.38767  C23 1.077
29 H -15.93748 -4.41122 2.31852  N24 1.008
30 H -13.56329 -3.52812 2.46502  C25 1.076
31 C -18.21577 -4.00610 3.22250  C32 1.414, C35 1.370, H36 1.077
32 C -18.60047 -4.43174 1.93028  C31 1.414, C33 1.364, H37 1.078
33 C -18.21057 -3.49230 1.02173  C32 1.364, N34 1.389, H38 1.076
34 N -17.63807 -2.45461 1.74569  C33 1.389, C35 1.362, H39 1.007
35 C -17.65628 -2.76494 3.07170  C31 1.370, N34 1.362, H40 1.078
36 H -18.38516 -4.52809 4.14892  C31 1.077
37 H -19.11833 -5.35790 1.73814  C32 1.078
38 H -18.14076 -3.40397 -0.04844  C33 1.076
39 H -17.21151 -1.64522 1.32550  N34 1.007
40 H -17.19566 -2.15736 3.83444  C35 1.078
41 C -11.36301 -6.90416 -1.93765  N42 1.457, H46 1.089, H47 1.084, H48 1.094
42 N -10.56372 -8.05116 -2.34837  C41 1.457, C43 1.350, H49 1.001
43 C -9.51503 -7.94429 -3.19179  N42 1.350, C44 1.536, O45 1.212
44 C -8.80019 -9.26856 -3.49725  C43 1.536, H50 1.087, H51 1.090, H52 1.088
45 O -9.11426 -6.90764 -3.67549  C43 1.212
46 H -12.40685 -7.06919 -2.20221  C41 1.089
47 H -10.98618 -5.97870 -2.35844  C41 1.084
48 H -11.30728 -6.81661 -0.84858  C41 1.094
49 H -10.89748 -8.93681 -2.02194  N42 1.001
50 H -9.06338 -10.06518 -2.80563  C44 1.087
51 H -7.74032 -9.02429 -3.42516  C44 1.090
52 H -8.96539 -9.56288 -4.53207  C44 1.088
53 C -18.68285 -6.68461 -1.40898  N54 1.442, H58 1.097, H59 1.086, H60 1.090
54 N -18.68370 -8.04394 -1.89082  C53 1.442, C55 1.350, H61 1.005
55 C -17.60964 -8.85593 -1.79218  N54 1.350, C56 1.526, O57 1.222
56 C -17.86416 -10.33119 -2.08564  C55 1.526, H62 1.089, H63 1.086, H64 1.089
57 O -16.48425 -8.43899 -1.55954  C55 1.222
58 H -18.70286 -6.61771 -0.31447  C53 1.097
59 H -19.53911 -6.13857 -1.79448  C53 1.086
60 H -17.73437 -6.21997 -1.67929  C53 1.090
61 H -19.57810 -8.48445 -2.01852  N54 1.005
62 H -18.82340 -10.66175 -1.69074  C56 1.089
63 H -17.05338 -10.87758 -1.61181  C56 1.086
64 H -17.81055 -10.48587 -3.16252  C56 1.089
65 C -10.90345 -1.38616 3.68882  C66 1.502, H69 1.094, H70 1.089, H71 1.091
66 C -10.63818 -2.66922 2.95391  C65 1.502, C67 1.517, O68 1.207
67 C -10.77590 -3.98802 3.69142  C66 1.517, H72 1.087, H73 1.091, H74 1.089
68 O -10.41442 -2.63174 1.76800  C66 1.207
69 H -11.96613 -1.14902 3.79048  C65 1.094
70 H -10.49363 -0.57980 3.08186  C65 1.089
71 H -10.48358 -1.39215 4.69608  C65 1.091
72 H -10.20047 -4.73011 3.14474  C67 1.087
73 H -11.84406 -4.21175 3.68804  C67 1.091
74 H -10.46355 -3.88425 4.72962  C67 1.089
75 C -12.75724 -7.46878 2.77068  C76 1.495, H79 1.091, H80 1.087, H81 1.096
76 C -11.37767 -7.39718 3.34144  C75 1.495, C77 1.520, O78 1.214
77 C -11.23924 -7.33874 4.85386  C76 1.520, H82 1.091, H83 1.093, H84 1.085
78 O -10.37769 -7.45958 2.65508  C76 1.214
79 H -13.31284 -8.26214 3.27243  C75 1.091
80 H -12.76040 -7.57494 1.68924  C75 1.087
81 H -13.29683 -6.52947 2.93984  C75 1.096
82 H -12.17580 -7.63900 5.32678  C77 1.091
83 H -11.06723 -6.29743 5.13737  C77 1.093
84 H -10.40462 -7.93240 5.21269  C77 1.085